{
  "formula": "C19H26N2O3",
  "method": "ωB97M-V with the def2-TZVPD basis set",
  "e_above_lowest_kcal_mol": 47.5,
  "homo_energy_ha": -0.29358,
  "total_charge": 0,
  "molar_mass_da": 330.43,
  "smiles": "CCOc1ccc(CCNC(=O)CCn2cccc2)cc1OCC",
  "species": ["C", "C", "H", "H", "O", "C", "C", "C", "C", "C", "C", "O", "C", "C", "H", "H", "H", "H", "H", "H", "C", "H", "H", "C", "N", "C", "O", "C", "H", "H", "C", "N", "C", "C", "C", "C", "H", "H", "H", "H", "H", "H", "H", "H", "H", "H", "H", "H", "H", "H"],
  "positions_angstrom": [[5.006525, -3.092953, 0.878313], [3.833360, -3.878159, 1.458547], [4.082270, -4.942846, 1.494345], [3.607673, -3.547554, 2.479775], [2.680776, -3.824979, 0.645537], [1.943120, -2.669427, 0.568733], [2.108661, -1.587151, 1.423498], [1.297608, -0.468843, 1.343856], [0.291827, -0.395221, 0.395497], [0.132308, -1.464468, -0.471264], [0.937174, -2.596326, -0.416023], [0.610140, -3.569963, -1.315903], [1.602441, -4.425223, -1.854419], [2.683372, -3.660876, -2.611252], [3.367866, -4.361715, -3.081472], [2.232411, -3.035480, -3.378522], [3.243724, -3.023618, -1.931323], [2.050974, -5.046673, -1.074094], [1.043323, -5.066483, -2.541990], [-0.637167, -1.444267, -1.227371], [-0.624870, 0.790419, 0.317729], [-0.873044, 1.008028, -0.721723], [-0.140011, 1.671231, 0.744617], [-1.924197, 0.509399, 1.085094], [-2.817595, 1.644187, 1.071567], [-3.950558, 1.675322, 0.337426], [-4.355893, 0.735885, -0.312299], [-4.690664, 3.007593, 0.403149], [-5.749786, 2.817892, 0.229838], [-4.563747, 3.464738, 1.385295], [-4.173047, 3.956929, -0.690345], [-2.772904, 4.235803, -0.535078], [-2.224665, 4.972831, 0.469170], [-0.862720, 4.944512, 0.339359], [-0.573193, 4.150606, -0.787396], [-1.770397, 3.727636, -1.296989], [-1.983067, 3.108385, -2.146215], [0.399724, 3.922949, -1.175692], [-0.152939, 5.439233, 0.973073], [-2.840988, 5.479057, 1.187062], [-4.738529, 4.894802, -0.651032], [-4.327743, 3.496170, -1.668877], [-2.477098, 2.494982, 1.493429], [-2.459285, -0.322023, 0.622391], [-1.690417, 0.249373, 2.122691], [1.459033, 0.348922, 2.030583], [2.872069, -1.611497, 2.184837], [4.758814, -2.037999, 0.786008], [5.872686, -3.196883, 1.526030], [5.256643, -3.476259, -0.108171]],
  "forces_ev_per_angstrom": [[-0.3940, -0.1275, 0.0485], [0.4242, 0.0458, 0.1592], [-0.0373, 0.1519, 0.0887], [-0.0168, -0.0823, -0.0832], [-0.4116, 0.1350, -0.2305], [-0.0401, -0.0819, -0.1179], [0.1024, -0.1641, 0.0549], [-0.0600, -0.0076, -0.0596], [0.0939, 0.0875, -0.0087], [0.1977, -0.1474, 0.0929], [0.0031, 0.1319, 0.0293], [-0.1561, 0.1261, 0.3806], [0.4664, -0.3467, -0.3494], [-0.3736, -0.0828, 0.2412], [0.1038, -0.0654, -0.0535], [-0.0028, 0.0475, -0.0960], [0.1107, 0.0583, 0.0395], [-0.1548, 0.0668, -0.1865], [0.0969, 0.0562, 0.0926], [-0.1093, -0.0147, -0.1460], [-0.1862, -0.2267, 0.1759], [0.0069, 0.0889, 0.0173], [-0.0049, 0.0309, -0.0870], [0.1395, -0.0855, -0.1366], [0.2383, -0.0057, 0.2638], [-0.1269, 0.5487, 0.4508], [-0.1908, -0.3136, -0.4084], [0.0842, -0.0808, -0.3192], [0.0391, -0.0371, 0.0545], [-0.0295, 0.0425, -0.0018], [-0.6049, -0.1442, 0.1594], [0.1474, 0.1677, -0.1146], [-0.0589, 0.2213, 0.3512], [0.0678, 0.0184, 0.1546], [0.0803, -0.0528, -0.1384], [0.1998, -0.0981, -0.3106], [-0.0921, -0.1292, -0.1454], [0.1526, -0.0804, -0.1123], [0.0775, 0.1251, 0.1284], [-0.1467, 0.0896, 0.1039], [0.0902, -0.1300, -0.0960], [0.0267, 0.1044, 0.0752], [-0.1397, 0.0674, -0.0790], [0.0733, 0.0291, 0.1298], [-0.0164, -0.0636, -0.0957], [0.0140, 0.1098, 0.0699], [0.1031, -0.0548, 0.0356], [0.0498, 0.0832, -0.0080], [0.1173, 0.0116, 0.0634], [0.0468, -0.0226, -0.0768]]
}

=====

{
  "formula": "C19H26N2O3S",
  "method": "ωB97M-V with the def2-TZVPD basis set",
  "e_above_lowest_kcal_mol": 46.5,
  "homo_energy_ha": -0.30066,
  "total_charge": 0,
  "molar_mass_da": 362.49,
  "smiles": "CCOc1ccc(C(=O)NC[C@@H](c2cccs2)N(C)C)cc1OCC",
  "species": ["C", "C", "H", "H", "O", "C", "C", "C", "C", "C", "C", "O", "C", "C", "H", "H", "H", "H", "H", "H", "C", "O", "N", "H", "C", "H", "H", "C", "C", "C", "C", "C", "S", "H", "H", "H", "N", "C", "H", "H", "H", "C", "H", "H", "H", "H", "H", "H", "H", "H", "H"],
  "positions_angstrom": [[-3.592038, -3.175022, -3.538187], [-2.771093, -2.283987, -4.463293], [-1.734873, -2.629011, -4.504299], [-3.192200, -2.301760, -5.472868], [-2.841864, -0.915187, -4.102491], [-2.384540, -0.457371, -2.905586], [-2.974290, 0.734190, -2.487768], [-2.601482, 1.361947, -1.318853], [-1.641178, 0.778042, -0.505868], [-1.024507, -0.399607, -0.918557], [-1.358239, -1.017912, -2.115402], [-0.755748, -2.163905, -2.569573], [0.404470, -2.660516, -1.934732], [1.645586, -1.828072, -2.238389], [2.508316, -2.270617, -1.748000], [1.819746, -1.802230, -3.311252], [1.523912, -0.806306, -1.886720], [0.520696, -3.665928, -2.350240], [0.252506, -2.757423, -0.852543], [-0.232697, -0.809571, -0.310447], [-1.235818, 1.452430, 0.756927], [-1.125548, 2.658552, 0.860015], [-1.025103, 0.607454, 1.800202], [-1.132082, -0.383770, 1.656001], [-0.399515, 1.040284, 3.023055], [-0.363071, 2.128566, 2.971081], [-0.992463, 0.741247, 3.891736], [1.012499, 0.431629, 3.145986], [1.817897, 0.729312, 1.911782], [1.988541, 1.905125, 1.249368], [2.842719, 1.793124, 0.127888], [3.314755, 0.535494, -0.050815], [2.721946, -0.545718, 1.148767], [3.977072, 0.166387, -0.808437], [3.087205, 2.618438, -0.516395], [1.502396, 2.822896, 1.523903], [1.642555, 0.825931, 4.402246], [2.758560, -0.030715, 4.749880], [2.435144, -1.070649, 4.742404], [3.087896, 0.221434, 5.756905], [3.615561, 0.075615, 4.068528], [2.020988, 2.221760, 4.488464], [2.846453, 2.486468, 3.811935], [1.165698, 2.853013, 4.265219], [2.336507, 2.423744, 5.511504], [0.888975, -0.658592, 3.207732], [-3.055649, 2.292034, -1.017162], [-3.734234, 1.156224, -3.126194], [-4.613597, -2.807038, -3.473888], [-3.604327, -4.190043, -3.925355], [-3.160510, -3.186160, -2.540647]],
  "forces_ev_per_angstrom": [[0.1843, 0.3750, -0.1542], [-0.1015, -0.6658, -0.1525], [-0.1967, 0.1001, -0.0780], [0.0818, -0.0241, 0.1279], [0.2372, 0.3109, 0.1185], [0.0244, 0.1090, 0.1521], [0.1189, -0.1927, -0.0287], [0.1204, -0.0506, 0.1791], [-0.0259, 0.0051, -0.3790], [-0.0454, -0.0007, 0.0614], [-0.1345, -0.0999, -0.1969], [-0.3629, 0.3171, -0.1453], [0.4582, -0.0901, 0.1149], [-0.4292, -0.0668, -0.0178], [0.1254, -0.0211, 0.0568], [0.0390, -0.0176, -0.0974], [0.0728, 0.0590, 0.0477], [-0.0182, 0.1030, 0.1473], [-0.0361, -0.0235, -0.0927], [0.1286, -0.0569, 0.0303], [-0.1110, -0.2365, 0.0584], [-0.0304, 0.3144, -0.0638], [0.0166, -0.2589, 0.2061], [-0.0849, 0.1075, -0.1041], [0.2198, -0.0501, 0.1095], [-0.0070, -0.0798, 0.0990], [0.0796, 0.0832, -0.0345], [-0.2723, 0.1451, 0.1106], [0.2717, -0.4189, -0.1486], [-0.0721, -0.1547, 0.1688], [0.1529, -0.0541, -0.1576], [-0.0127, -0.3681, 0.1702], [-0.1467, 0.6393, -0.0221], [0.1404, 0.0039, -0.2052], [0.0629, 0.1218, -0.1356], [-0.1664, 0.1560, 0.0882], [-0.1185, -0.1683, 0.0322], [-0.0171, 0.0462, 0.0272], [0.0331, -0.0785, 0.0174], [0.0664, -0.0442, 0.0422], [0.0231, 0.0006, -0.0066], [0.0055, -0.0398, 0.0134], [-0.0073, 0.0208, 0.0012], [-0.0125, 0.1418, -0.0022], [0.0021, 0.0735, 0.0127], [-0.0266, 0.0987, 0.0066], [-0.0405, 0.1135, 0.0182], [-0.0996, 0.0200, -0.0759], [-0.1065, -0.0141, -0.0002], [-0.0051, -0.1360, -0.0217], [0.0224, -0.0536, 0.1023]]
}

=====

{
  "formula": "C19H26N2O5",
  "method": "ωB97M-V with the def2-TZVPD basis set",
  "e_above_lowest_kcal_mol": 17.5,
  "homo_energy_ha": -0.31362,
  "total_charge": 0,
  "molar_mass_da": 362.43,
  "smiles": "COc1ccc(C(=O)NCC(=O)OCC(=O)N2C[C@H](C)C[C@H](C)C2)cc1",
  "species": ["C", "H", "O", "C", "C", "C", "C", "C", "C", "H", "H", "C", "O", "N", "H", "C", "C", "O", "O", "C", "H", "H", "C", "O", "N", "C", "H", "C", "C", "H", "H", "H", "C", "H", "C", "C", "H", "H", "H", "C", "H", "H", "H", "H", "H", "H", "H", "H", "H", "H", "H", "H"],
  "positions_angstrom": [[-5.247895, -3.468489, -0.337180], [-5.327905, -4.536220, -0.138785], [-3.983952, -3.084937, 0.148261], [-3.607607, -1.782961, 0.028168], [-4.379742, -0.775508, -0.541940], [-3.879982, 0.510864, -0.616536], [-2.623030, 0.830943, -0.115847], [-1.851099, -0.184012, 0.449943], [-2.336533, -1.471429, 0.516910], [-1.747783, -2.267704, 0.945958], [-0.856053, 0.015243, 0.817483], [-2.139715, 2.230101, -0.281746], [-2.549788, 2.958992, -1.167166], [-1.251568, 2.655063, 0.654332], [-0.838197, 1.978500, 1.280174], [-0.474439, 3.854745, 0.450226], [0.971709, 3.456290, 0.210630], [1.923534, 3.861996, 0.819724], [1.040691, 2.551346, -0.780752], [2.184640, 1.725639, -0.786148], [2.181880, 1.215775, -1.749635], [3.094616, 2.323771, -0.656585], [2.029957, 0.741037, 0.387210], [1.144626, 0.923447, 1.206057], [2.896000, -0.279196, 0.466460], [3.863568, -0.655672, -0.536877], [4.081823, 0.182405, -1.196453], [3.349030, -1.864395, -1.333041], [4.365007, -2.284435, -2.389241], [5.306188, -2.565552, -1.921991], [3.993951, -3.136942, -2.952183], [4.556273, -1.470930, -3.085028], [3.049923, -3.007589, -0.359599], [2.625123, -3.852080, -0.905213], [2.081099, -2.563173, 0.739078], [1.825099, -3.681010, 1.743215], [1.129322, -3.351266, 2.510649], [1.401413, -4.549055, 1.244352], [2.752784, -3.980695, 2.226130], [2.655336, -1.327631, 1.440592], [1.957772, -0.943110, 2.185379], [3.601675, -1.576133, 1.930465], [1.130429, -2.276346, 0.275329], [3.984114, -3.342736, 0.098488], [2.415797, -1.574526, -1.829363], [4.790791, -0.931874, -0.021999], [-0.525694, 4.514705, 1.320356], [-0.887119, 4.357183, -0.431127], [-4.465818, 1.295709, -1.070823], [-5.363289, -0.981473, -0.933876], [-6.054916, -2.942932, 0.183015], [-5.334657, -3.293460, -1.414321]],
  "forces_ev_per_angstrom": [[-0.2219, -0.0596, -0.0882], [-0.0431, 0.0810, -0.0358], [0.2986, 0.1932, 0.0977], [0.1880, 0.0781, 0.0367], [-0.1556, -0.3033, 0.0138], [0.2624, 0.2029, 0.0841], [-0.2131, -0.2424, -0.2054], [-0.1414, 0.0686, -0.0357], [-0.1890, -0.2039, -0.0176], [0.0818, -0.0899, 0.0526], [0.1012, 0.0257, 0.0384], [-0.0614, 0.0928, 0.1727], [-0.0882, 0.0357, -0.1751], [0.1259, 0.0633, 0.2901], [-0.1086, -0.0024, -0.1256], [-0.0342, -0.0486, -0.0220], [-0.0509, 0.4161, 0.3013], [-0.0222, -0.0273, -0.1110], [-0.0002, -0.1425, -0.4106], [0.0206, 0.0975, 0.2764], [0.0717, 0.0340, 0.0828], [-0.0757, -0.1673, -0.0949], [0.1507, 0.3072, -0.3194], [-0.2084, -0.0310, 0.2091], [0.1732, -0.1332, 0.3221], [-0.1639, -0.1230, -0.4538], [0.0509, 0.0165, 0.0176], [0.4119, -0.1072, 0.0449], [-0.2550, 0.1346, 0.1404], [0.1476, -0.0542, 0.0357], [0.0163, -0.0980, -0.0873], [0.0763, 0.0612, -0.1299], [-0.4259, 0.3384, -0.1251], [0.0426, -0.0926, -0.0204], [0.3080, -0.1704, 0.2137], [-0.0484, 0.2505, -0.2002], [-0.0857, -0.0270, 0.1370], [-0.0376, -0.1288, -0.0048], [0.1138, -0.0688, 0.0827], [-0.4389, -0.1291, 0.1309], [0.1422, -0.0624, -0.0286], [0.0124, -0.0278, 0.0165], [0.0086, 0.0570, -0.0016], [0.1098, -0.0646, 0.0411], [-0.0091, 0.0440, 0.0346], [0.0257, 0.0612, -0.0765], [0.1079, -0.0543, -0.1888], [0.1148, -0.0087, 0.1473], [-0.0340, 0.0584, -0.0573], [-0.0789, -0.0452, -0.0209], [0.0319, -0.0109, -0.0311], [-0.0036, 0.0061, 0.0476]]
}

=====

{
  "formula": "C19H26N2O5S",
  "method": "ωB97M-V with the def2-TZVPD basis set",
  "e_above_lowest_kcal_mol": 436.9,
  "homo_energy_ha": -0.31383,
  "total_charge": 0,
  "molar_mass_da": 394.49,
  "smiles": "CCOC(=O)C1CCN(S(=O)(=O)c2ccc3c(c2)CCCN3C(C)=O)CC1",
  "species": ["C", "C", "H", "H", "O", "C", "O", "C", "C", "C", "N", "S", "O", "O", "C", "C", "C", "C", "C", "C", "H", "H", "N", "C", "O", "C", "H", "H", "H", "C", "H", "C", "C", "H", "H", "H", "H", "H", "H", "C", "C", "H", "H", "H", "H", "H", "H", "H", "H", "H", "H", "H", "H"],
  "positions_angstrom": [[1.330169, 0.080806, -2.124539], [2.075584, 1.410813, -2.576204], [3.005768, 1.327903, -2.138034], [2.110157, 1.451059, -3.699729], [1.511464, 2.500153, -2.301341], [1.804743, 2.701660, -0.814184], [2.650894, 2.045271, -0.040959], [0.835527, 3.957137, -0.432128], [0.662726, 3.910449, 1.107275], [-0.158197, 2.858877, 1.523224], [-1.570525, 2.825535, 0.995769], [-2.742602, 1.747349, 1.398957], [-3.755927, 2.171079, 0.475556], [-2.691322, 1.996801, 2.935859], [-2.061094, 0.236215, 0.877728], [-1.005046, -0.453392, 1.912434], [-0.378570, -1.538214, 1.432004], [-0.733910, -2.188300, 0.271452], [-1.864020, -1.428530, -0.571117], [-2.253130, -0.344353, -0.125414], [-3.054954, 0.147372, -0.958870], [-1.926848, -2.090656, -1.382488], [-0.312687, -3.422344, 0.003339], [0.200861, -3.730118, -1.245260], [-0.304120, -2.885584, -2.367533], [0.681776, -4.948379, -1.657033], [1.008846, -5.067694, -2.866170], [-0.102064, -5.809766, -1.271710], [1.784103, -5.212759, -1.118205], [0.160379, -4.189898, 1.054144], [0.379827, -5.186343, 0.728071], [1.034326, -3.502139, 1.771266], [0.376418, -2.232800, 2.527435], [1.210677, -1.532768, 2.733056], [-0.139917, -2.587789, 3.307750], [1.355729, -4.104453, 2.838219], [1.808414, -3.133890, 1.133803], [-0.657470, -4.427451, 1.817438], [-0.938988, 0.034994, 2.845960], [-1.336033, 2.785291, -0.438444], [-0.285351, 4.174362, -0.954325], [-0.212122, 3.917619, -1.899698], [-0.848870, 4.929020, -0.750390], [-2.200401, 2.984369, -1.060068], [-0.963093, 1.857146, -0.965795], [-0.393980, 3.006958, 2.583731], [0.421751, 1.960243, 1.296528], [0.413166, 5.063940, 1.426908], [1.559467, 3.850050, 1.648699], [1.542936, 4.706437, -0.569345], [1.635692, -0.841597, -2.646767], [0.183334, 0.139816, -2.541192], [1.146506, 0.080492, -1.129664]],
  "forces_ev_per_angstrom": [[-3.1286, 1.4776, -5.3069], [1.1679, -8.2208, -5.1429], [2.5440, -0.1733, 0.3696], [0.6054, -0.8728, 0.6987], [-1.9582, 6.0787, 7.5638], [0.6303, -0.7851, 1.6505], [-5.2145, 3.9528, -5.4487], [12.9333, -3.5720, 8.7362], [1.1872, 6.3670, -1.2262], [-3.9809, -2.3559, 3.4422], [2.9016, 0.2593, -3.0438], [1.8800, 3.3835, 4.6207], [-1.1764, -1.1215, 0.9555], [-1.1893, -2.1642, -4.8828], [6.2240, 4.9367, 18.1964], [-4.7525, 4.0610, -4.8145], [-0.6325, -1.2025, 2.7973], [-5.1936, 5.8221, -1.7776], [8.9007, -12.0816, 0.4334], [-9.5780, 2.1057, -14.4333], [1.6996, -0.8070, 2.3772], [-1.2465, 0.4458, -1.6976], [1.6579, -1.8717, -4.3765], [-6.9796, 8.2017, -5.9481], [3.4133, -4.2959, 6.1623], [4.4809, -6.7315, -1.2821], [-1.6076, 0.6720, 3.5900], [2.1062, 1.9180, -1.2523], [-2.9515, 0.5012, -1.0763], [-6.4499, -5.4364, 0.4621], [0.7599, -0.3356, -0.3524], [5.8694, 3.3176, 9.3345], [4.5600, 0.0272, -5.7390], [-0.4151, -0.6978, 0.7755], [-2.1167, -0.7502, 2.9421], [0.0381, 1.0770, -3.4837], [1.3822, 0.1638, 0.1291], [-0.0414, 0.2072, -1.2369], [0.4517, 0.1177, 0.9476], [0.6371, 2.5739, -3.1478], [-10.0266, -6.7215, -2.9368], [-0.5628, -0.3751, -5.2282], [-2.8876, 4.9763, 1.2924], [-0.5419, 0.2397, 0.5007], [0.4578, 0.5542, 1.3024], [0.7626, -0.7028, 0.2117], [-0.5051, -0.5920, 0.2661], [-0.3969, -2.7406, -0.6848], [1.6135, -0.6018, 0.3762], [1.5964, 1.8830, -0.5120], [0.4433, 0.4076, 0.8295], [2.4731, 0.0909, 0.7234], [0.1563, -0.6096, 3.3445]]
}

=====

no.,gap between HOMO and LUMO (eV),lowest unoccupied orbital energy (eV)
1,8.83,0.838
2,8.68,0.502
3,9.18,0.645
4,7.90,-0.642